Formula: C53H45AlNOP2SSbSe4
Source: OMol25
Level of theory: ωB97M-V/def2-TZVPD

Computed properties:
M: 1270.546 g/mol
Charge: +2
Calculated total energy: -363147.245 eV
Energy above the lowest of the compared OMol25 structures with the same formula, charge and spin: 19.2 kcal per mole
Orbital gap (spin up / spin down): 5.3926 / 5.0603 eV
Spin multiplicity: 1

```
109
Properties=species:S:1:pos:R:3:forces:R:3:lowdin_charge:R:1
Al 1.58476 0.28162 1.82790 2.4848 -0.1397 -0.5511 -0.10
O 1.12991 -0.34107 0.24100 -1.9652 1.4004 -0.7507 -0.53
S -0.17498 0.48249 -0.31285 0.6949 -2.2484 -0.0536 1.06
C -0.45797 -0.37494 -1.85506 0.5282 1.0387 -1.2265 -0.33
C -0.22908 -1.72503 -1.88246 -0.7777 -0.0412 1.3430 -0.07
C -0.58242 -2.54501 -2.94362 -0.7739 -0.3953 -2.6083 0.03
C -1.19590 -1.90376 -4.07468 1.4384 -3.2780 1.4568 -0.11
C -1.57775 -2.43876 -5.44319 -3.0984 -0.5511 -0.0160 -0.08
C -1.96586 -1.16724 -6.26896 -0.2652 -1.3881 -0.6425 -0.11
C -1.72213 -0.07655 -5.33890 0.4922 3.8567 0.4437 -0.14
C -1.67321 1.33268 -5.56774 -0.0038 -1.8029 0.4154 0.02
C -1.06923 2.20153 -4.64453 -0.7988 -0.8934 0.6063 -0.04
C -0.60930 1.68911 -3.42348 -0.9559 -0.3302 -0.5019 -0.33
P 0.63994 2.47328 -2.44637 1.0070 -0.7947 1.2887 1.04
C 2.14459 2.19805 -3.40717 -1.1219 -0.6085 -2.0302 -0.35
C 3.21819 3.03399 -3.23221 1.6968 -0.9629 0.0661 -0.10
C 4.49103 2.63971 -3.74156 -0.3007 0.5835 -0.0397 -0.07
C 4.58673 1.54738 -4.58070 -1.2798 -0.6289 -0.0416 -0.07
C 3.41553 0.79631 -4.91828 0.9344 2.2687 1.5572 -0.07
C 2.19622 1.12782 -4.38673 -0.0515 0.5415 1.0255 -0.06
C 0.40735 4.21671 -2.34571 -0.4089 1.5662 -2.3685 -0.38
C 0.67900 5.09016 -3.47591 0.6525 -1.3171 1.3188 -0.07
C 0.56070 6.45534 -3.31668 -0.4306 -0.0039 0.9696 -0.06
C 0.06426 6.96154 -2.08937 0.6831 -1.2406 -0.9069 -0.04
C -0.23303 6.07172 -1.05848 -0.7795 2.4832 0.9010 -0.10
C -0.12278 4.73099 -1.16939 0.8303 -1.4277 -1.4078 -0.12
C -0.86972 0.31847 -3.05655 0.2031 0.4601 0.1004 -0.14
C -1.39450 -0.54941 -4.05342 0.9527 2.0801 -0.4353 -0.11
C -1.58297 -0.28008 0.56123 0.8409 1.4817 -0.8674 -0.30
C -2.63207 0.54209 0.09818 1.1779 -0.2212 1.2820 -0.10
C -3.93887 0.19431 0.42935 -0.0327 -1.3790 0.5906 0.00
C -4.13671 -1.04547 1.04250 1.3747 0.7117 -0.7169 -0.13
C -5.40192 -1.77148 1.29695 -1.2197 -0.5929 0.0797 -0.09
C -4.90842 -3.20953 1.71782 -1.1611 0.0168 0.3815 -0.08
C -3.45989 -3.06685 2.01122 0.7435 -0.1151 -0.9192 -0.14
C -2.51974 -3.90698 2.54366 -0.7863 -1.1173 0.9044 0.01
C -1.25270 -3.40836 2.79456 1.3931 1.1869 -0.9936 -0.07
C -0.75868 -2.24298 2.19727 -0.7929 -0.0061 -0.9008 -0.25
P 1.02041 -2.05142 2.43024 0.6719 0.0764 1.6856 1.10
C 1.86655 -3.38924 1.60682 0.2992 -0.5566 -2.1863 -0.36
C 3.24808 -3.32090 1.43238 -0.5314 -0.3522 -0.4790 -0.14
C 3.90054 -4.17189 0.53332 0.5467 0.4411 0.7726 -0.09
C 3.20250 -5.13112 -0.17571 0.3906 0.0659 -0.8847 -0.06
C 1.82446 -5.17234 -0.08365 -0.1884 -1.2176 0.3873 -0.06
C 1.19932 -4.36006 0.84794 -0.7188 0.3019 -0.2582 -0.08
C 1.29979 -2.53040 4.17451 -0.6706 -0.1207 -0.4056 -0.36
C 2.05699 -3.65073 4.52558 -0.4625 0.4688 -0.5358 -0.06
C 2.03966 -4.00459 5.86222 1.5018 -1.3891 0.7709 -0.07
C 1.36326 -3.32081 6.86493 0.0116 1.0159 -0.7752 -0.04
C 0.63075 -2.19045 6.46027 -0.3202 -0.0707 0.1291 -0.05
C 0.53882 -1.83650 5.12093 1.3306 -0.9845 -0.0643 -0.10
C -1.67814 -1.46321 1.35534 0.5562 0.4255 0.5383 -0.10
C -3.01379 -1.84692 1.45502 -1.4064 0.6172 0.1593 -0.08
H 0.10357 -2.12786 -0.93581 0.2983 -0.5078 -0.1212 0.10
H -0.37600 -3.64946 -2.95413 -0.1636 1.3702 0.1039 0.13
H -2.58535 -2.99853 -5.36523 1.6345 0.3646 0.2401 0.15
H -0.93917 -3.10318 -6.01938 0.4846 0.0538 0.5721 0.12
H -3.03836 -1.17792 -6.51794 0.3558 -0.1274 -0.2444 0.14
H -1.38009 -1.17336 -7.20064 -0.2778 0.5336 0.2843 0.14
H -2.00925 1.74840 -6.49014 -0.1273 0.0545 -0.6577 0.11
H -1.03982 3.27353 -4.89483 0.4473 -0.6136 0.2354 0.12
H 3.13968 3.93570 -2.64551 0.0049 0.0056 0.2655 0.10
H 5.38578 3.22793 -3.48320 -0.5447 -0.2333 -0.2836 0.11
H 5.50191 1.23345 -5.04972 0.3925 0.1077 0.1539 0.10
H 3.52216 -0.01408 -5.54514 0.0937 -1.5542 -1.4920 0.08
H 1.30552 0.57274 -4.73927 0.5167 0.4170 0.6456 0.11
H 1.14480 4.65639 -4.38528 -0.4843 0.3535 0.6653 0.12
H 0.90690 7.11293 -4.09483 -0.2132 0.2367 -0.1834 0.11
H -0.02992 8.02129 -1.97912 -0.0640 0.3696 0.2891 0.10
H -0.56401 6.48068 -0.10674 -0.1103 0.1012 -0.1473 0.11
H -0.40305 4.00396 -0.42838 0.0129 0.1452 0.6116 0.07
H -2.30894 1.51497 -0.38587 -0.9002 -1.2249 0.3425 0.13
H -4.76962 0.82442 0.24560 -0.6347 0.5351 -0.4344 0.12
H -6.03227 -1.82068 0.36229 0.5931 0.1042 1.0080 0.14
H -6.03943 -1.29485 2.09342 0.6668 -0.4239 -0.7095 0.14
H -5.08555 -3.88864 0.86168 0.1375 0.0586 0.6302 0.14
H -5.41583 -3.57746 2.62580 -0.1079 -0.0486 -0.6303 0.13
H -2.67956 -4.94684 2.86716 -0.4807 0.6633 -0.0796 0.14
H -0.51203 -3.95542 3.36814 -0.4072 -0.3287 0.1085 0.12
H 3.74976 -2.59101 2.01692 0.9490 0.5333 0.1533 0.00
H 4.97845 -4.06401 0.39735 -0.2630 -0.1339 0.1907 0.11
H 3.73810 -5.79739 -0.86164 -0.2362 0.2977 0.2845 0.13
H 1.25788 -5.95168 -0.64454 0.3981 0.8689 0.5393 0.13
H 0.14063 -4.48328 0.94414 -0.5361 0.1527 0.0172 0.09
H 2.58735 -4.24473 3.75168 -0.3166 0.5020 0.9304 0.12
H 2.70681 -4.84103 6.13620 -0.6312 0.3452 0.0116 0.13
H 1.47275 -3.58852 7.92080 -0.1674 0.0348 -0.5322 0.12
H 0.10553 -1.57205 7.16735 -0.1414 -0.0802 0.3526 0.11
H -0.08123 -1.07374 4.70727 -0.5295 0.7499 0.4317 0.08
C -2.26373 3.15111 2.48507 -0.8775 -2.0630 -0.9862 -0.03
C -1.33864 3.11851 3.70840 -0.2245 0.2999 1.5519 -0.55
C -2.11000 2.53103 4.91049 -1.3454 -0.9946 -0.5512 -0.04
C -0.83049 4.52287 3.97742 1.0472 0.4497 0.6413 -0.03
C -0.18868 2.13416 3.46822 -0.0392 -1.7241 -3.8436 0.11
N 0.37885 1.33043 2.81017 -1.6130 2.7069 2.9469 0.22
H -3.09709 3.87548 2.56886 0.9957 0.2367 0.2970 0.11
H -2.89527 2.17431 2.49132 1.4883 1.2456 -0.5924 0.11
H -1.66826 3.32583 1.53726 -0.9636 -0.3274 0.9585 0.09
H -3.08206 3.01870 5.13548 0.6355 0.0870 -0.6354 0.12
H -1.60243 2.51920 5.84254 0.9265 0.1459 0.6868 0.08
H -2.35904 1.47366 4.66566 0.0509 0.5542 0.2233 0.10
H -1.66082 5.17970 4.21116 -0.2932 -0.1160 0.0825 0.10
H -0.34748 4.95395 3.10476 0.1554 -0.0664 -0.1505 0.09
H -0.12113 4.58571 4.82669 -0.3659 -0.1562 -0.4420 0.11
Se 4.70299 -1.22890 -1.19463 -0.2670 0.0393 -0.0928 0.22
Sb 5.24255 0.28197 0.69918 0.7157 -0.1814 1.0583 -0.20
Se 5.93265 -0.98976 2.68694 -0.4792 0.5683 -0.9420 -0.01
Se 7.31996 1.51439 -0.01576 -0.5166 -0.0738 0.1347 0.20
Se 3.38243 1.96576 1.20456 -0.8125 -1.2267 0.4970 0.19
```
Positions in Å, forces in eV/Å.